w | Density functional theory data (ωB97M-V with the def2-TZVPD basis set) for an isolated molecule of C2H7N3O.

Values from the calculation:
LUMO energy: 0.89 eV
frontier orbital gap: 10.48 eV
HOMO level: -9.59 eV
SMILES string: [H]/N=C(/N)CNO

Geometry as XYZ:
```
13
C2H7N3O | the OMol25 dataset | ωB97M-V with the def2-TZVPD basis set
H -0.38202 -0.38454 1.90371
N -1.11366 -0.23171 1.21524
C -0.74144 -0.18994 0.01118
N -1.69662 -0.24087 -1.03717
C 0.63308 -0.33964 -0.59188
N 1.72193 0.01536 0.37079
O 1.67379 1.37997 0.73592
H -1.49046 0.19377 -1.91981
H -2.65617 -0.20194 -0.73305
H 0.76281 0.33270 -1.44239
H 0.81858 -1.37475 -0.88450
H 1.65567 -0.54278 1.22571
H 0.81451 1.58436 1.14624
```

***

x | Density functional theory data (ωB97M-V with the def2-TZVPD basis set) for an isolated molecule of C2H7N3O.

Values from the calculation:
LUMO energy: 0.72 eV
frontier orbital gap: 9.65 eV
HOMO level: -8.93 eV
SMILES string: [H]/N=C(/N)N(C)O

Geometry as XYZ:
```
13
C2H7N3O | the OMol25 dataset | ωB97M-V with the def2-TZVPD basis set
H -1.75355 -0.01613 1.10777
N -1.34576 -0.93975 0.96055
C -0.23189 -0.83666 0.33866
N 0.55247 -1.91667 0.13521
N 0.41002 0.29934 -0.14708
C 0.08401 1.64805 0.27150
O 0.85724 0.24568 -1.47690
H 0.08194 -2.80537 0.23509
H 1.25846 -1.66584 -0.58892
H 0.44716 1.81361 1.28985
H 0.55500 2.39215 -0.37874
H -0.99507 1.82472 0.24300
H 0.07997 -0.04313 -1.98999
```

***

So which one wins? Going from most stable to least: w, x.

***

w | Density functional theory data (ωB97M-V with the def2-TZVPD basis set) for a cluster of 2 separate species, C2H9N2OP in total.

Values from the calculation:
LUMO energy: 1.01 eV
frontier orbital gap: 9.41 eV
HOMO level: -8.39 eV
SMILES string: [H]/N=N\CC.O=[PH3]

Geometry as XYZ:
```
15
C2H9N2OP | the OMol25 dataset | ωB97M-V with the def2-TZVPD basis set
H 0.24829 -0.95893 -1.23864
N 0.82712 -0.25335 -0.72405
N 1.05510 -0.48029 0.40149
C 0.34811 -1.37764 1.32270
C -0.85413 -0.61625 1.96393
H 0.95501 -1.59144 2.20961
H -0.20935 -2.21352 0.83434
H -1.06370 0.19146 1.19679
H -1.68665 -1.24497 2.06875
H -0.54446 -0.20097 2.88403
O -0.81034 1.29467 -1.07186
P 0.15991 1.74521 -2.08074
H 1.34226 2.29229 -1.96835
H 0.47243 0.65815 -2.81513
H -0.23959 2.75558 -2.98286
```

***

x | Density functional theory data (ωB97M-V with the def2-TZVPD basis set) for a cluster of 2 separate species, C2H9N2OP in total.

Values from the calculation:
LUMO energy: 0.81 eV
frontier orbital gap: 9.00 eV
HOMO level: -8.19 eV
SMILES string: [H]/N=N\[H].CP(C)O

Geometry as XYZ:
```
15
C2H9N2OP | the OMol25 dataset | ωB97M-V with the def2-TZVPD basis set
H -4.41733 0.43590 -1.31570
N -4.02204 0.34950 -0.45276
N -3.26180 -0.60238 -0.24678
H -3.37611 -1.27750 -1.02993
C 1.10428 -1.33467 1.43338
P 0.82188 0.53064 1.19521
C 1.42886 0.69589 -0.53057
O -0.84659 0.74458 0.90373
H 0.43935 -1.97334 0.87246
H 2.23583 -1.55233 1.39829
H 0.82033 -1.51587 2.50171
H 1.27533 -0.31309 -1.06249
H 0.91706 1.55771 -1.09499
H 2.42548 0.96156 -0.44590
H -1.35127 0.48196 1.61197
```

***

So which one wins? Going from most stable to least: x, w.

***

w | Density functional theory data (ωB97M-V with the def2-TZVPD basis set) for a structure of composition C29H25Br2F4MoN8S3.

Values from the calculation:
LUMO energy (alpha / beta): -4.31 / -5.24 eV
frontier orbital gap (alpha / beta): 6.55 / 6.18 eV
expectation value of S²: 2.089
HOMO level (alpha / beta): -10.86 / -11.42 eV
multiplicity: 3
charge: +1

Geometry as XYZ:
```
72
C29H25Br2F4MoN8S3 | the OMol25 dataset | ωB97M-V with the def2-TZVPD basis set
Mo 0.21988 -1.34012 0.10298
Br -1.70893 1.05530 2.73817
C -3.12837 1.43310 1.50601
Br -2.52664 1.65600 -0.32535
H -3.59942 2.36273 1.79820
H -3.82516 0.60116 1.51764
C -2.85034 -5.15099 1.58265
C -2.07828 -3.87957 1.79905
S -2.99830 -2.36267 1.84860
C -0.75130 -3.88412 1.98150
C 0.02109 -5.17415 2.03006
S 0.22481 -2.41344 2.17450
H -3.90500 -4.94261 1.41767
H -2.77006 -5.81149 2.44816
H -2.46901 -5.70043 0.72008
H -0.40072 -5.85059 2.77452
H 1.06814 -5.00643 2.26930
H -0.02817 -5.68314 1.06426
S 1.33356 -2.82043 -1.34714
C 0.96674 -1.56619 -2.53705
C 0.98055 -1.71412 -3.91659
C 0.62932 -0.62218 -4.68604
C 0.25678 0.57155 -4.07139
C 0.24349 0.62664 -2.69339
N 0.60727 -0.41884 -1.94219
H 1.24420 -2.66357 -4.35879
H 0.62923 -0.70255 -5.76566
H -0.01756 1.44084 -4.65049
H -0.04968 1.52630 -2.16780
F -5.21308 0.59352 -1.95474
C -4.38977 -0.16140 -2.67649
C -4.26050 0.14274 -4.01481
F -4.98177 1.14669 -4.49345
C -3.36596 -0.54577 -4.85804
C -2.64270 -1.58039 -4.23393
C -2.76818 -1.86937 -2.89488
F -2.10809 -2.93786 -2.43941
C -3.63339 -1.15724 -2.05722
C -3.78344 -1.48744 -0.64056
C -2.76564 -1.84657 0.17341
N -1.46995 -1.65795 -0.18573
C -5.06553 -1.30760 -0.01595
N -6.05876 -1.13953 0.53567
F -1.83446 -2.35276 -4.95694
C -3.20227 -0.21957 -6.23782
C -3.94982 0.78929 -6.89001
N -4.52461 1.59299 -7.48148
C -2.23327 -0.84892 -7.05889
N -1.45890 -1.34886 -7.74912
C 2.01742 3.91378 1.39225
C 0.67814 3.31504 1.01197
N 0.88078 1.90555 0.70585
C 1.82595 1.11741 1.25111
N 1.86168 -0.16569 0.87828
C 3.06549 -0.91366 1.27229
C 3.44561 -0.59484 2.70219
C 3.73089 0.88611 2.79667
N 2.69568 1.66311 2.10857
C 2.60935 3.07185 2.50229
H 1.89972 4.94168 1.73176
H 2.68189 3.91556 0.52664
H 0.26063 3.79029 0.12495
H -0.04756 3.42615 1.82312
H 0.26176 1.47866 0.03619
H 3.87869 -0.66319 0.58115
H 2.86139 -1.97770 1.15396
H 4.33090 -1.15588 3.00131
H 2.62610 -0.88055 3.36642
H 4.69734 1.12691 2.34300
H 3.75990 1.22768 3.83259
H 3.61903 3.39627 2.75553
H 2.00030 3.14875 3.40861
```

***

x | Density functional theory data (ωB97M-V with the def2-TZVPD basis set) for a structure of composition C29H25Br2F4MoN8S3.

Values from the calculation:
LUMO energy (alpha / beta): -4.79 / -4.83 eV
frontier orbital gap (alpha / beta): 5.57 / 6.35 eV
expectation value of S²: 2.352
HOMO level (alpha / beta): -10.36 / -11.18 eV
multiplicity: 3
charge: +1

Geometry as XYZ:
```
72
C29H25Br2F4MoN8S3 | the OMol25 dataset | ωB97M-V with the def2-TZVPD basis set
Mo 1.08620 -0.13828 1.06198
Br -1.38154 2.26193 -1.37333
C -2.50497 1.18875 -2.50924
Br -1.70129 -0.48988 -3.01797
H -2.68033 1.74734 -3.41875
H -3.42561 0.98144 -1.98172
C 1.20364 -4.47604 2.86375
C 1.53220 -3.06952 2.46041
S 0.29370 -1.91241 2.44133
C 2.81648 -2.66456 2.15459
C 3.99718 -3.58579 2.24280
S 3.11402 -1.03352 1.77143
H 0.23555 -4.52515 3.35766
H 1.95984 -4.88483 3.53337
H 1.16081 -5.11789 1.98013
H 4.03592 -4.08327 3.21262
H 4.92979 -3.04640 2.09202
H 3.92528 -4.36071 1.47637
S 2.42081 1.90046 1.66120
C 2.62911 1.93699 -0.06474
C 3.46565 2.76241 -0.80832
C 3.42174 2.65656 -2.18296
C 2.55736 1.74322 -2.79049
C 1.78730 0.93521 -1.99146
N 1.83524 1.02763 -0.65361
H 4.11891 3.46000 -0.30446
H 4.05678 3.28546 -2.79305
H 2.49277 1.66219 -3.86569
H 1.09860 0.20891 -2.40148
F -0.23288 -4.12920 -4.71113
C 0.86062 -3.37242 -4.75996
C 1.39694 -3.06982 -5.99228
F 0.79148 -3.55890 -7.06472
C 2.51763 -2.22776 -6.13975
C 3.07073 -1.74734 -4.93606
C 2.53657 -2.07183 -3.71340
F 3.15841 -1.62887 -2.61039
C 1.40337 -2.87371 -3.57711
C 0.83761 -3.16701 -2.26419
C 0.88676 -2.26968 -1.25724
N 0.83576 -1.49514 -0.37048
C 0.20260 -4.40107 -1.92983
N -0.30700 -5.37485 -1.58803
F 4.15945 -0.98536 -4.95279
C 3.04921 -1.87481 -7.42134
C 2.61741 -2.47398 -8.62941
N 2.31747 -2.93624 -9.64179
C 4.03276 -0.86766 -7.58380
N 4.80258 -0.02606 -7.74948
C -4.53189 -0.14708 1.15012
C -3.42980 -1.12626 0.80850
N -2.16380 -0.39785 0.84119
C -1.83498 0.39867 1.88852
N -0.55383 0.74775 2.08145
C -0.21567 1.52960 3.28970
C -1.22112 1.33030 4.39745
C -2.58232 1.66463 3.84659
N -2.83744 0.84253 2.66503
C -4.24014 0.43815 2.51124
H -5.50214 -0.64112 1.16812
H -4.57012 0.64428 0.39951
H -3.54634 -1.53445 -0.19209
H -3.41912 -1.96252 1.51513
H -1.40096 -0.85078 0.35824
H -0.13731 2.58515 3.01991
H 0.76770 1.20934 3.62820
H -0.97796 1.97291 5.24246
H -1.20225 0.29290 4.74161
H -2.64725 2.72282 3.57746
H -3.37278 1.45452 4.56635
H -4.85122 1.32287 2.69317
H -4.47122 -0.28891 3.29548
```

***

So which one wins? Going from most stable to least: x, w.

***

w | Density functional theory data (ωB97M-V with the def2-TZVPD basis set) for a cluster of 2 separate species, CHF2IO in total.

Values from the calculation:
LUMO energy: 0.18 eV
frontier orbital gap: 10.44 eV
HOMO level: -10.26 eV
SMILES string: O=C(F)I.F

Geometry as XYZ:
```
6
CHF2IO | the OMol25 dataset | ωB97M-V with the def2-TZVPD basis set
O 2.29943 2.19585 -0.76839
C 2.40809 1.37108 0.05289
F 1.75697 1.40033 1.20629
I 3.66248 -0.31934 -0.03634
F 0.22670 -0.63287 0.14953
H -0.61978 -0.30828 -0.06799
```

***

x | Density functional theory data (ωB97M-V with the def2-TZVPD basis set) for a cluster of 2 separate species, CHF2IO in total.

Values from the calculation:
LUMO energy: 0.31 eV
frontier orbital gap: 10.26 eV
HOMO level: -9.95 eV
SMILES string: O=C(F)F.I

Geometry as XYZ:
```
6
CHF2IO | the OMol25 dataset | ωB97M-V with the def2-TZVPD basis set
O 1.71586 0.85513 -2.08243
C 1.03137 1.40961 -2.83235
F 1.55712 2.35915 -3.70374
F -0.26890 1.35869 -3.04733
I 0.87973 -1.30085 0.65641
H 1.58993 -1.03097 2.16912
```

***

So which one wins? Going from most stable to least: w, x.